Entry 1:
Molecular formula: C4H12N2O3
Method: DFT, ωB97M-V/def2-TZVPD

Each line ends with the natural charge from an NBO analysis.
Cartesian coordinates (Å):
C: -1.488 0.032 0.366  0.6054
C: 0.472 0.171 0.391  0.4338
C: 0.497 -0.187 -1.039  -0.4321
C: 2.207 -0.198 -1.481  -0.6478
N: -1.924 -1.241 0.871  -0.8914
N: 0.841 1.474 0.739  -0.8807
O: -2.269 0.312 -0.771  -0.7341
O: -1.823 1.014 1.327  -0.7675
O: 1.099 -0.711 1.255  -0.7151
H: -2.706 -0.524 -0.982  0.4905
H: -2.019 1.846 0.859  0.4821
H: 1.316 -1.518 0.763  0.4764
H: -2.832 -1.091 1.319  0.3705
H: -1.308 -1.498 1.638  0.3803
H: 0.214 1.859 1.443  0.3911
H: 1.791 1.530 1.087  0.3794
H: 0.214 -1.216 -1.246  0.2099
H: 0.053 0.549 -1.703  0.2457
H: 2.667 0.785 -1.358  0.2081
H: 2.222 -0.436 -2.547  0.2053
H: 2.774 -0.954 -0.931  0.1902

Computed properties:
HOMO ... -8.33 eV
LUMO level ... 0.755 eV
Molar mass ... 136.2 g mol⁻¹
Largest force on an atom ... 6.204 eV/Å
Charge ... 0
E ... -494.77423 a.u.
Orbital gap ... 9.085 eV

Entry 2:
Molecular formula: C23H49Cl14GaN2O3P
Method: DFT, ωB97M-V/def2-TZVPD

Each line ends with the Löwdin charge.
Cartesian coordinates (Å):
C: 3.160 5.536 1.061  -0.2455
C: 1.742 5.019 1.443  -0.3192
Ga: 1.762 2.954 1.151  0.2636
C: -0.103 2.422 0.529  -0.2344
C: -1.255 3.216 1.170  -0.1987
O: -2.209 2.285 1.797  -0.0236
C: -3.124 1.808 0.978  -0.5986
C: -4.549 1.745 1.511  0.0221
O: -2.926 1.388 -0.110  0.1111
N: 3.024 2.625 -0.305  -0.0016
C: 3.341 1.426 -0.469  -0.5689
C: 4.192 0.565 0.458  -0.1385
C: 2.883 0.705 -1.756  -0.0576
P: 2.368 1.937 3.212  0.6520
N: 1.351 2.566 4.510  -0.2671
O: 3.911 2.617 3.584  -0.4580
H: 3.266 6.621 1.180  0.0446
H: 3.873 4.973 1.659  0.0044
H: 3.340 5.309 0.008  0.0402
H: 1.001 5.489 0.787  0.0248
H: 1.576 5.281 2.493  0.0244
H: -0.159 2.604 -0.547  0.0493
H: -0.264 1.363 0.710  -0.0049
H: -0.924 3.911 1.936  0.1000
H: -1.808 3.725 0.378  0.1113
H: -4.947 0.830 1.080  0.0272
H: -4.575 1.666 2.596  0.0837
H: -5.149 2.576 1.144  0.0685
H: 3.750 -0.429 0.574  0.0492
H: 4.416 1.018 1.410  -0.0051
H: 5.155 0.410 -0.048  0.0355
H: 2.714 -0.349 -1.505  0.0099
H: 3.740 0.723 -2.441  0.0447
H: 2.027 1.196 -2.200  0.0650
H: 1.256 1.784 5.148  -0.0248
H: 1.904 3.247 5.032  0.0030
H: 4.289 2.892 2.736  -0.0873
Cl: -6.924 -1.113 0.896  0.5393
C: -5.871 -1.425 -0.512  -0.6836
C: -6.568 -2.222 -1.583  -0.6589
Cl: -6.894 -3.902 -1.074  0.5230
H: -4.976 -1.930 -0.156  0.0336
H: -5.579 -0.453 -0.909  0.0510
H: -5.934 -2.277 -2.467  0.0651
H: -7.515 -1.767 -1.865  0.0606
Cl: 1.510 -2.349 -0.132  0.5735
C: 1.377 -2.889 1.563  -0.6434
C: 0.138 -2.355 2.235  -0.7095
Cl: 0.209 -0.595 2.483  0.5873
H: 2.280 -2.582 2.087  0.0687
H: 1.342 -3.979 1.545  0.0640
H: 0.029 -2.813 3.219  0.0691
H: -0.760 -2.572 1.652  -0.0510
Cl: 6.650 -0.240 -2.576  0.5590
C: 7.697 -1.271 -1.576  -0.6743
C: 7.381 -2.737 -1.745  -0.6713
Cl: 5.790 -3.164 -1.068  0.5391
H: 7.587 -0.957 -0.540  0.0627
H: 8.723 -1.078 -1.885  0.0682
H: 8.123 -3.335 -1.216  0.0672
H: 7.390 -3.026 -2.793  0.0638
Cl: -2.288 -4.155 1.451  0.6374
C: -2.799 -5.017 -0.025  -0.6647
C: -2.130 -4.463 -1.257  -0.6502
Cl: -2.694 -2.820 -1.643  0.5873
H: -3.882 -4.955 -0.096  0.0312
H: -2.525 -6.063 0.106  0.0539
H: -2.367 -5.090 -2.114  0.0206
H: -1.047 -4.428 -1.143  0.0619
Cl: 8.691 2.498 -0.844  0.5274
C: 8.451 3.449 0.646  -0.6616
C: 7.371 2.864 1.520  -0.6149
Cl: 5.755 3.013 0.793  0.7244
H: 8.225 4.473 0.359  0.0669
H: 9.401 3.445 1.182  0.0659
H: 7.342 3.393 2.473  0.0779
H: 7.553 1.809 1.719  0.0719
Cl: -7.689 1.683 -1.524  0.5568
C: -6.921 3.291 -1.553  -0.6487
C: -7.852 4.375 -1.072  -0.6633
Cl: -9.199 4.661 -2.206  0.5260
H: -6.576 3.481 -2.566  0.0713
H: -6.051 3.237 -0.900  0.0581
H: -7.306 5.314 -0.986  0.0731
H: -8.276 4.133 -0.101  0.0683
Cl: -4.784 -7.550 -1.244  0.5764
C: -5.045 -8.026 -2.942  -0.6510
C: -4.064 -7.367 -3.878  -0.6551
Cl: -4.338 -5.612 -4.007  0.5691
H: -6.071 -7.782 -3.205  0.0694
H: -4.927 -9.108 -2.987  0.0707
H: -4.178 -7.781 -4.879  0.0707
H: -3.037 -7.526 -3.555  0.0685

Computed properties:
HOMO ... -2.91 eV
LUMO level ... 1.674 eV
Molar mass ... 998.7 g mol⁻¹
Largest force on an atom ... 2.505 eV/Å
Charge ... -1
E ... -9949.86443 a.u.
Orbital gap ... 4.589 eV

Entry 3:
Molecular formula: C7H14
Method: DFT, ωB97M-V/def2-TZVPD

Each line ends with the natural charge from an NBO analysis.
Cartesian coordinates (Å):
C: 2.834 -1.664 -1.116  -0.6352
C: 1.968 -0.409 -0.993  -0.4800
C: 0.736 0.081 0.070  -0.1148
C: -0.277 1.138 -0.226  -0.5167
C: -2.729 0.674 0.059  -0.3398
C: -1.525 0.981 0.686  -0.0640
C: -1.468 1.338 2.012  -0.4112
H: 3.729 -1.135 -0.809  0.2184
H: 2.699 -2.513 -0.370  0.2174
H: 2.910 -2.201 -2.101  0.2246
H: 0.877 0.201 1.187  0.1880
H: 2.537 0.539 -1.366  0.2255
H: 0.940 -0.698 -1.160  0.2597
H: -1.630 -1.324 0.539  0.0072
H: -0.691 0.975 -1.248  0.2214
H: 0.101 2.182 -0.124  0.2311
H: -2.746 0.266 -0.946  0.1948
H: -3.553 0.436 0.735  0.1963
H: -0.502 1.710 2.349  0.1940
H: -1.864 -1.917 0.182  -0.0202
H: -2.348 1.340 2.640  0.2035

Computed properties:
HOMO ... -6.15 eV
LUMO level ... -1.977 eV
Molar mass ... 98.2 g mol⁻¹
Largest force on an atom ... 3.833 eV/Å
Charge ... 0
E ... -274.73115 a.u.
Orbital gap ... 4.174 eV

Entry 4:
Molecular formula: C20H28GaNO2Se
Method: DFT, ωB97M-V/def2-TZVPD

Each line ends with the natural charge from an NBO analysis.
Cartesian coordinates (Å):
O: 1.056 -3.395 -0.147  -0.5638
C: 2.181 -4.020 0.539  -0.0823
C: 2.113 -5.249 -0.357  -0.4563
H: 1.843 -4.126 1.588  0.1886
H: 3.132 -3.469 0.442  0.1834
C: 0.866 -4.577 -0.964  0.2705
H: 1.862 -6.142 0.215  0.2102
H: 2.918 -5.391 -1.075  0.2124
C: -0.318 -5.382 -0.471  -0.6229
H: -0.177 -5.527 0.608  0.2120
H: -0.284 -6.391 -0.876  0.2114
H: -1.279 -4.906 -0.674  0.2170
C: 0.922 -4.165 -2.430  -0.6313
H: 1.785 -3.514 -2.655  0.2180
H: -0.020 -3.660 -2.688  0.2163
H: 1.031 -5.009 -3.117  0.2166
Ga: -0.249 2.686 1.293  1.2290
C: -0.402 4.795 -1.018  -0.2167
C: 0.517 4.969 0.027  -0.3290
C: 1.441 3.862 0.006  -0.3813
H: 0.565 5.826 0.698  0.2444
C: 1.054 3.014 -1.083  -0.3102
C: -0.111 3.564 -1.670  -0.2917
H: -0.656 3.142 -2.498  0.2226
H: -1.161 5.507 -1.318  0.2285
H: 2.382 3.798 0.557  0.2502
H: 1.580 2.120 -1.425  0.2256
C: -3.518 3.731 0.855  -0.1603
C: -3.149 3.259 -0.445  -0.3209
C: -2.739 1.901 -0.303  -0.2152
H: -3.242 3.805 -1.368  0.2218
C: -2.787 1.565 1.090  -0.2754
C: -3.352 2.678 1.787  -0.3575
H: -3.698 2.683 2.836  0.2361
H: -3.960 4.727 1.066  0.2350
H: -2.439 1.230 -1.116  0.2289
H: -2.530 0.581 1.498  0.2501
O: -0.380 -1.309 0.832  -0.5384
C: -0.025 -0.889 -0.533  -0.0698
C: 1.503 -0.636 -0.618  -0.4240
H: -0.556 0.066 -0.790  0.1701
H: -0.358 -1.681 -1.252  0.1975
C: 1.998 -0.900 0.806  -0.4394
H: 1.651 0.441 -0.857  0.1945
H: 2.087 -1.245 -1.326  0.2196
C: 0.710 -0.786 1.697  -0.0496
H: 2.934 -0.397 1.051  0.2164
H: 2.178 -1.967 0.880  0.2251
H: 0.483 0.274 2.098  0.1421
H: 0.762 -1.491 2.564  0.2001
Se: -2.088 6.720 2.846  -0.0706
C: -1.313 5.174 2.661  0.1916
N: -0.764 4.109 2.533  -0.8788

Computed properties:
HOMO (alpha / beta) ... -7.79 / -7.76 eV
LUMO level (alpha / beta) ... -2.695 / -2.686 eV
Molar mass ... 463.1 g mol⁻¹
Largest force on an atom ... 3.635 eV/Å
Charge ... 0
E ... -5310.08191 a.u.
Orbital gap (alpha / beta) ... 5.096 / 5.072 eV